[1]
Density functional theory data (wB97M-V/def2-TZVPD) for the molecule C5H10O.

```
16
C5H10O (wB97M-V/def2-TZVPD)
C 2.42 -0.26 -0.14
C 1.18 0.50 -0.59
C 0.01 0.37 0.44
O 0.21 0.31 1.64
C -1.24 -0.04 -0.23
C -2.55 -0.23 0.54
H 3.33 0.13 -0.61
H 2.50 -0.15 0.94
H 2.37 -1.34 -0.37
H 0.93 0.25 -1.64
H 1.36 1.58 -0.59
H -0.45 -0.84 -0.50
H -1.38 0.37 -1.23
H -3.12 0.72 0.63
H -3.22 -0.93 0.04
H -2.37 -0.58 1.56
```

- SMILES: CCC(=O)CC
- Net charge: 0
- LUMO level: 0.929 eV
- Calculated total energy: -271.709166 hartree
- Gap between HOMO and LUMO: 10.37 eV
- Energy above the lowest of the compared OMol25 structures with the same formula, charge and spin: 114.1 kJ/mol
- HOMO: -9.44 eV

***

[2]
Density functional theory data (wB97M-V/def2-TZVPD) for a cluster of 5 separate species, CH11O5 in total.

```
17
CH11O5 (wB97M-V/def2-TZVPD)
C 1.04 -0.72 -0.48
O 0.02 -0.29 0.36
H 0.98 -0.16 -1.43
H 0.97 -1.78 -0.79
H 2.05 -0.54 -0.05
H -1.21 -0.30 -1.36
H -0.83 0.80 -2.32
O -1.41 0.04 -2.25
H 0.46 1.51 0.04
H -0.50 2.63 -0.33
O 0.44 2.41 -0.34
H -1.64 -2.71 0.07
H -1.06 -1.45 0.74
O -1.76 -2.16 0.85
H 0.61 0.19 2.21
H 0.89 1.65 2.26
O 0.97 0.87 2.82
```

- Net charge: -1
- LUMO level: 3.891 eV
- Calculated total energy: -420.944353 hartree
- Gap between HOMO and LUMO: 8.59 eV
- Energy above the lowest of the compared OMol25 structures with the same formula, charge and spin: 16.9 kJ/mol
- HOMO: -4.70 eV

***

[3]
Density functional theory data (wB97M-V/def2-TZVPD) for a cluster of 2 separate species, C4H8O4 in total.

```
16
C4H8O4 (wB97M-V/def2-TZVPD)
C 3.80 0.07 0.29
C 2.29 0.06 -0.12
O 1.63 1.10 -0.47
O 1.74 -1.17 -0.29
H 4.03 1.09 0.49
H 3.96 -0.25 1.41
H 4.49 -0.45 -0.52
H 0.91 -1.12 -0.39
C -3.77 -0.20 -0.07
C -2.26 -0.16 -0.01
O -1.45 -1.05 0.07
O -1.99 1.32 0.13
H -3.94 -1.21 -0.09
H -4.28 0.19 0.80
H -4.15 0.28 -0.99
H -1.00 1.48 -0.23
```

- SMILES: CC(=O)O.CC(=O)O
- Net charge: 0
- LUMO level: 0.746 eV
- Calculated total energy: -458.137634 hartree
- Gap between HOMO and LUMO: 11.30 eV
- Energy above the lowest of the compared OMol25 structures with the same formula, charge and spin: 250.8 kJ/mol
- HOMO: -10.55 eV

***

[4]
Density functional theory data (wB97M-V/def2-TZVPD) for a structure of composition C19H21Cl3IrN5O2S2.

```
53
C19H21Cl3IrN5O2S2 (wB97M-V/def2-TZVPD)
Ir 0.62 -0.33 0.10
C -2.75 -1.06 0.68
N -1.37 -1.28 1.12
C -1.18 -0.80 2.49
C -1.28 0.73 2.56
N -0.41 1.42 1.58
C -1.21 2.25 0.67
C 0.58 2.23 2.26
C 0.20 3.36 2.97
C 1.13 4.13 3.66
C 2.47 3.77 3.65
C 2.87 2.65 2.96
C 1.93 1.87 2.27
S 2.52 0.41 1.54
C -1.02 -2.66 0.90
C -0.95 -3.61 1.91
C -0.59 -4.92 1.63
C -0.31 -5.30 0.32
C -0.40 -4.38 -0.70
C -0.73 -3.05 -0.43
S -0.70 -1.87 -1.70
H -3.45 -1.58 1.34
H -2.88 -1.45 -0.33
H -3.00 -0.01 0.67
H -0.18 -1.11 2.83
H -1.93 -1.20 3.18
H -1.00 1.03 3.58
H -2.32 1.03 2.40
H -1.94 2.87 1.20
H -1.73 1.62 -0.04
H -0.55 2.91 0.11
H -0.84 3.65 3.01
H 0.81 4.99 4.21
H 3.20 4.36 4.19
H 3.90 2.34 2.94
H -1.18 -3.34 2.93
H -0.53 -5.63 2.43
H -0.02 -6.32 0.11
H -0.16 -4.66 -1.71
N 2.04 -2.45 0.65
N 2.56 -2.95 -0.55
C 2.53 -2.17 -1.72
O 3.29 -2.44 -2.63
O 1.66 -1.23 -1.74
H 2.79 -2.13 1.27
H 1.53 -3.20 1.13
H 3.38 -3.56 -0.50
Cl 2.83 3.96 -2.92
C 3.07 2.34 -2.20
Cl 4.15 2.48 -0.78
Cl 3.75 1.18 -3.38
C 1.83 1.82 -1.71
N 0.89 1.36 -1.23
```

- Net charge: +1
- LUMO level (spin up / spin down): -5.792 / -5.622 eV
- ⟨S²⟩: 0.8045
- Calculated total energy: -3441.759836 hartree
- Multiplicity: 2
- Gap between HOMO and LUMO (spin up / spin down): 4.74 / 4.92 eV
- Energy above the lowest of the compared OMol25 structures with the same formula, charge and spin: 193.8 kJ/mol
- HOMO (spin up / spin down): -10.53 / -10.54 eV

***

[5]
Density functional theory data (wB97M-V/def2-TZVPD) for a cluster of 3 separate species, C5H13NO2 in total.

```
21
C5H13NO2 (wB97M-V/def2-TZVPD)
C 2.40 0.64 -0.64
C 1.11 0.23 -0.84
C -0.04 1.16 -0.64
C 0.12 2.47 -0.95
N -1.24 0.38 -0.60
C -2.41 0.78 0.13
H 2.73 1.69 -0.38
H 3.29 0.18 -0.49
H 0.95 -0.82 -1.10
H -0.54 3.36 -0.90
H 1.05 2.80 -1.42
H -1.07 -0.68 -0.55
H -3.25 1.01 -0.54
H -2.65 -0.06 0.76
H -2.21 1.64 0.84
O 0.44 -2.52 2.54
H -0.21 -1.77 2.62
H 1.20 -2.19 2.14
O 0.19 -2.42 -0.15
H 0.33 -2.70 0.70
H -0.19 -3.18 -0.52
```

- SMILES: C=CC(=C)NC.O.O
- Net charge: 0
- LUMO level: 0.398 eV
- Calculated total energy: -403.432433 hartree
- Gap between HOMO and LUMO: 7.98 eV
- Energy above the lowest of the compared OMol25 structures with the same formula, charge and spin: 378.5 kJ/mol
- HOMO: -7.58 eV

***

[6]
Density functional theory data (wB97M-V/def2-TZVPD) for the molecule C21H24N2O5S.

```
53
C21H24N2O5S (wB97M-V/def2-TZVPD)
C -1.98 -3.69 0.92
C -3.04 -3.23 -0.06
O -3.16 -1.81 0.04
C -4.05 -1.22 -0.75
O -4.77 -1.82 -1.51
C -4.05 0.30 -0.64
C -2.85 0.88 -1.40
C -1.54 0.66 -0.64
N -1.64 1.24 0.68
C -0.87 2.24 1.17
O -1.08 2.76 2.25
C 0.29 2.64 0.31
C 0.36 3.92 -0.23
C 1.45 4.29 -1.00
C 2.49 3.40 -1.20
C 2.46 2.14 -0.62
C 1.36 1.76 0.14
N 1.34 0.48 0.72
S 1.57 -0.86 -0.27
O 1.32 -0.52 -1.64
O 0.78 -1.90 0.33
C 3.30 -1.22 -0.05
C 3.75 -1.53 1.22
C 5.10 -1.80 1.40
C 5.97 -1.74 0.33
C 5.50 -1.42 -0.94
C 4.15 -1.16 -1.13
C -2.71 0.69 1.49
C -4.06 0.84 0.79
H -1.03 -3.19 0.70
H -2.28 -3.46 1.93
H -1.84 -4.76 0.82
H -4.02 -3.68 0.16
H -2.78 -3.49 -1.09
H -4.97 0.62 -1.15
H -2.77 0.42 -2.39
H -3.01 1.95 -1.53
H -0.72 1.11 -1.19
H -1.34 -0.41 -0.55
H -0.46 4.60 -0.07
H 1.49 5.28 -1.43
H 3.35 3.69 -1.79
H 3.27 1.45 -0.76
H 0.60 0.34 1.38
H 3.04 -1.58 2.03
H 5.47 -2.05 2.39
H 7.02 -1.94 0.47
H 6.18 -1.38 -1.78
H 3.75 -0.91 -2.10
H -2.71 1.22 2.44
H -2.50 -0.37 1.67
H -4.82 0.33 1.38
H -4.32 1.90 0.75
```

- SMILES: CCOC(=O)C1CCN(C(=O)c2ccccc2NS(=O)(=O)c2ccccc2)CC1
- Net charge: 0
- LUMO level: 0.395 eV
- Calculated total energy: -1698.564730 hartree
- Gap between HOMO and LUMO: 9.35 eV
- Energy above the lowest of the compared OMol25 structures with the same formula, charge and spin: 101.7 kJ/mol
- HOMO: -8.95 eV